Here is a 7-piece molecular cluster, C40H101N7O13 overall at a distorted geometry from OMol25. Energies are from ωB97M-V/def2-TZVPD.

Results
Energy above the lowest of the compared OMol25 structures with the same formula, charge and spin = 75.4 kcal per mole
LUMO = 0.608 eV
Orbital gap = 0.3254 Eh
Spin multiplicity = 1
Total energy = -80154.013 eV

Positions of all 161 atoms, in Å:
1 C 1.67729 -1.70967 -3.79758
2 O 1.22715 -1.56178 -2.47891
3 C 1.69950 -0.35603 -1.89967
4 C 1.27355 -0.27709 -0.42252
5 C -0.20977 -0.52938 -0.15530
6 N 1.72182 1.03835 0.08558
7 H 2.77071 -1.62326 -3.76728
8 H 1.28402 -0.94504 -4.47741
9 H 1.42227 -2.66498 -4.25465
10 H 2.79189 -0.32057 -1.85369
11 H 1.31187 0.49157 -2.47462
12 H 1.89465 -1.02641 0.07499
13 H -0.42649 -0.16106 0.84810
14 H -0.44845 -1.59257 -0.18658
15 H -0.77903 -0.04689 -0.95105
16 H 1.76328 1.75120 -0.62858
17 H 1.13195 1.34184 0.84886
18 C -1.81631 -2.80155 -5.05216
19 O -1.62010 -1.43558 -4.77156
20 C -1.61715 -0.59852 -5.92157
21 C -1.28807 0.82632 -5.46304
22 N -2.28320 1.44229 -4.60947
23 C -3.17523 2.30815 -5.42110
24 C -4.20263 3.10818 -4.61714
25 O -5.54180 2.64664 -4.84036
26 C -6.50602 3.20028 -3.99647
27 H -1.68917 -3.34848 -4.12201
28 H -1.01443 -3.13577 -5.72739
29 H -2.73624 -2.97315 -5.61925
30 H -2.52296 -0.81412 -6.49995
31 H -0.77210 -0.94149 -6.53790
32 H -1.19727 1.30052 -6.44733
33 H -0.26553 0.77824 -5.08399
34 H -2.82219 0.68238 -4.20844
35 H -3.77700 1.61513 -6.02014
36 H -2.58149 2.96273 -6.05095
37 H -4.20520 4.15015 -4.95072
38 H -4.10576 3.03717 -3.53038
39 H -7.51795 3.11114 -4.38976
40 H -6.37273 4.28765 -3.91541
41 H -6.44226 2.73725 -3.00679
42 C -6.16657 -10.06098 5.40381
43 O -4.94995 -9.34744 5.37454
44 C -4.57977 -8.77145 4.16135
45 C -3.09493 -8.37856 4.13093
46 N -2.75155 -7.44604 3.07180
47 C -1.36522 -7.21860 2.72895
48 C -0.94378 -5.78973 3.06870
49 O -1.34288 -4.94146 1.98401
50 C -0.75947 -3.66698 2.09853
51 H -6.15372 -10.86288 4.65587
52 H -7.07708 -9.48927 5.21512
53 H -6.17509 -10.56708 6.36591
54 H -5.09013 -7.80819 4.02093
55 H -4.82770 -9.42731 3.31977
56 H -2.38933 -9.20265 4.01667
57 H -2.93993 -7.96704 5.13988
58 H -3.32622 -6.61754 3.06969
59 H -1.21718 -7.41770 1.66370
60 H -0.72040 -7.94684 3.22626
61 H 0.14034 -5.67187 3.16009
62 H -1.49287 -5.43508 3.94546
63 H -1.38182 -2.86698 1.68724
64 H 0.14344 -3.59394 1.48291
65 H -0.59511 -3.37900 3.13968
66 C 5.62812 5.66436 2.26727
67 O 6.22509 4.59203 2.98404
68 C 7.53674 4.23007 2.59478
69 C 7.69754 3.44364 1.29266
70 N 6.64183 2.42758 1.24494
71 C 6.55761 1.72732 -0.01637
72 C 5.12607 1.15054 -0.17552
73 O 5.10114 0.33088 -1.34506
74 C 5.57021 -0.99477 -1.09642
75 H 6.19171 6.57130 2.49925
76 H 4.61642 5.61519 2.67136
77 H 5.52395 5.44868 1.19904
78 H 7.91148 3.64182 3.43513
79 H 8.21740 5.09137 2.61774
80 H 8.69358 3.00972 1.22282
81 H 7.47268 4.10185 0.43796
82 H 5.81041 2.96806 1.45748
83 H 7.23387 0.87902 -0.14106
84 H 6.75772 2.42152 -0.84498
85 H 4.55240 2.07347 -0.24771
86 H 4.69942 0.55648 0.63259
87 H 6.45024 -1.00304 -0.45672
88 H 5.80067 -1.50544 -2.03302
89 H 4.79423 -1.67306 -0.72628
90 C -3.43373 1.30699 -1.33427
91 O -4.28907 0.38376 -1.98294
92 C -3.79542 -0.91792 -1.82456
93 C -4.95726 -1.92854 -2.01073
94 N -6.04011 -1.64060 -1.09417
95 C -7.25802 -2.38526 -1.43939
96 C -8.28572 -2.45628 -0.33115
97 O -9.14957 -3.54096 -0.59035
98 C -10.21535 -3.70720 0.32084
99 H -2.45041 1.42320 -1.80483
100 H -2.99337 1.02758 -0.36360
101 H -3.98815 2.21588 -1.11656
102 H -3.42236 -1.13582 -0.81871
103 H -3.05336 -1.24250 -2.56258
104 H -4.62907 -2.92929 -1.71827
105 H -5.22766 -1.87015 -3.07473
106 H -6.15842 -0.63350 -1.07914
107 H -6.90800 -3.40819 -1.57802
108 H -7.77106 -1.93737 -2.29586
109 H -8.91923 -1.56464 -0.25550
110 H -7.78954 -2.73138 0.61029
111 H -10.57419 -2.71966 0.63143
112 H -9.72185 -4.03467 1.25112
113 H -10.91670 -4.46666 0.00069
114 C 2.44736 -5.48408 5.38122
115 O 2.47579 -4.20642 4.77194
116 C 3.81295 -3.71385 4.58516
117 C 3.74939 -2.48259 3.67075
118 N 3.11909 -1.39448 4.39949
119 C 2.74723 -0.20412 3.63283
120 C 1.66795 0.57506 4.39986
121 O 1.48695 1.86139 3.84394
122 C 2.47758 2.80298 4.19725
123 H 1.52317 -5.96688 5.06255
124 H 2.50481 -5.43692 6.46958
125 H 3.23245 -6.14845 5.00606
126 H 4.38521 -4.56142 4.20982
127 H 4.12642 -3.29068 5.54495
128 H 3.13568 -2.74814 2.80238
129 H 4.77439 -2.12476 3.56121
130 H 2.22632 -1.66229 4.80567
131 H 2.38157 -0.48756 2.63909
132 H 3.62085 0.44818 3.59035
133 H 1.86679 0.61671 5.47726
134 H 0.66721 0.13681 4.32223
135 H 2.71841 3.01958 5.23945
136 H 2.22138 3.70977 3.64568
137 H 3.41961 2.52082 3.70972
138 C 1.93785 6.87224 0.69001
139 O 3.08230 6.02598 0.54506
140 C 2.87028 4.86806 -0.27218
141 C 3.55097 5.12798 -1.60662
142 N 2.83018 6.10773 -2.44938
143 C 3.54366 7.42461 -2.45097
144 C 2.74189 8.39466 -3.25828
145 O 1.70595 8.97072 -2.49171
146 C 0.84546 9.86944 -3.16852
147 H 1.24856 7.02886 -0.14042
148 H 2.43845 7.81546 0.91733
149 H 1.33564 6.59222 1.55953
150 H 1.83039 4.53438 -0.31723
151 H 3.35692 4.03411 0.24286
152 H 3.61015 4.18458 -2.16301
153 H 4.59535 5.41511 -1.47483
154 H 2.03485 6.45550 -1.92074
155 H 4.50826 7.31489 -2.95403
156 H 3.75892 7.77891 -1.44010
157 H 2.30852 7.96126 -4.16808
158 H 3.33590 9.25463 -3.60865
159 H -0.07161 9.98722 -2.59359
160 H 0.58540 9.42893 -4.13435
161 H 1.38774 10.81927 -3.16170

Cartesian forces (eV/Å) of the 6 atoms listed first:
0.8075 0.3529 -0.2617
-0.3719 -0.1502 0.2872
-0.3353 -0.4081 0.6699
0.3011 0.3991 -0.3658
0.6568 -0.2736 -0.3960
0.0763 -0.4961 0.0346

Here are the Löwdin charges for atoms 1 to 99, given in e:
1 C -0.114
2 O -0.173
3 C -0.197
4 C -0.408
5 C -0.043
6 N 0.058
7 H 0.088
8 H 0.073
9 H 0.087
10 H 0.106
11 H 0.130
12 H 0.120
13 H 0.076
14 H 0.065
15 H 0.065
16 H 0.058
17 H 0.059
18 C -0.112
19 O -0.234
20 C -0.218
21 C -0.211
22 N -0.039
23 C -0.166
24 C -0.187
25 O -0.210
26 C -0.131
27 H 0.093
28 H 0.082
29 H 0.088
30 H 0.125
31 H 0.119
32 H 0.114
33 H 0.102
34 H 0.088
35 H 0.122
36 H 0.113
37 H 0.118
38 H 0.105
39 H 0.085
40 H 0.085
41 H 0.084
42 C -0.111
43 O -0.188
44 C -0.241
45 C -0.208
46 N -0.082
47 C -0.193
48 C -0.206
49 O -0.191
50 C -0.126
51 H 0.083
52 H 0.086
53 H 0.087
54 H 0.122
55 H 0.123
56 H 0.115
57 H 0.116
58 H 0.109
59 H 0.115
60 H 0.114
61 H 0.106
62 H 0.127
63 H 0.072
64 H 0.086
65 H 0.086
66 C -0.086
67 O -0.210
68 C -0.230
69 C -0.202
70 N -0.066
71 C -0.211
72 C -0.208
73 O -0.209
74 C -0.104
75 H 0.096
76 H 0.087
77 H 0.073
78 H 0.121
79 H 0.118
80 H 0.122
81 H 0.107
82 H 0.089
83 H 0.105
84 H 0.117
85 H 0.092
86 H 0.116
87 H 0.079
88 H 0.086
89 H 0.081
90 C -0.129
91 O -0.175
92 C -0.232
93 C -0.219
94 N -0.071
95 C -0.196
96 C -0.236
97 O -0.221
98 C -0.107
99 H 0.074



Here is C22H52Cl23O2P3SSi2 as an isolated structure at a distorted geometry from OMol25. Energies are from ωB97M-V/def2-TZVPD.

Results
Energy above the lowest of the compared OMol25 structures with the same formula, charge and spin = 27.4 kcal per mole
LUMO = 0.314 eV
Orbital gap = 0.2810 Eh
Spin multiplicity = 1
Total energy = -370230.314 eV

Positions of all 105 atoms, in Å:
1 C 0.21869 -2.60728 5.23477
2 C -0.39799 -1.82272 4.09583
3 O 0.23075 -0.56108 3.81883
4 Si 1.28035 -0.57022 2.53361
5 Cl 1.95445 1.35637 2.37106
6 O 0.42760 -1.13771 1.26840
7 Si 1.14625 -1.26958 -0.29410
8 C 2.54132 -2.51813 -0.41282
9 C 2.07531 -3.99147 -0.17829
10 C 3.13523 -4.79790 0.61788
11 C 1.91042 -4.68268 -1.54937
12 P 1.84815 0.59291 -1.23407
13 C 0.74293 2.02740 -0.86242
14 C 3.62202 0.98372 -0.86357
15 P -0.50834 -2.08319 -1.58351
16 C -0.44509 -1.11448 -3.15084
17 C -2.10502 -1.59391 -0.78592
18 C -2.35076 -2.33186 0.54087
19 P 3.06093 -1.80441 3.12908
20 S 4.78046 -0.97635 2.63064
21 H -0.47333 -3.40865 5.47451
22 H 0.29680 -2.00206 6.12758
23 H 1.15994 -3.08302 4.99354
24 H -1.41594 -1.59236 4.39377
25 H -0.48451 -2.47225 3.22425
26 H 2.86666 -2.48010 -1.45010
27 H 3.42583 -2.26965 0.16962
28 H 1.12033 -3.99427 0.34102
29 H 2.75189 -4.97283 1.62304
30 H 4.04444 -4.22571 0.74732
31 H 3.32761 -5.75646 0.16004
32 H 1.65705 -3.98704 -2.34382
33 H 2.85514 -5.13823 -1.82540
34 H 1.19427 -5.49570 -1.46383
35 H -0.03426 1.79569 -0.14756
36 H 0.33493 2.43090 -1.77720
37 H 1.34393 2.81479 -0.41362
38 H 4.16375 0.90932 -1.79795
39 H 4.08123 0.26976 -0.19249
40 H 3.77262 1.99035 -0.49325
41 H -1.09741 -1.52040 -3.91352
42 H -0.79259 -0.10342 -2.95461
43 H 0.56944 -1.02072 -3.50382
44 H -2.18692 -0.52093 -0.64158
45 H -2.89785 -1.85550 -1.47922
46 H -2.26693 -1.64780 1.37275
47 H -1.65577 -3.16121 0.65918
48 H -3.34161 -2.76856 0.54623
49 H 2.92192 -3.13342 2.68637
50 H 3.01804 -1.86304 4.53446
51 C -0.68130 5.42549 -0.65803
52 Cl -0.37065 5.77999 -2.36278
53 Cl -1.83475 4.10112 -0.45740
54 H 0.25090 5.13810 -0.18744
55 H -1.08247 6.31634 -0.18489
56 C 0.49083 8.84503 1.24027
57 Cl -1.14064 8.64369 0.57520
58 Cl 1.62079 7.65179 0.58701
59 H 0.85400 9.83951 0.99417
60 H 0.43994 8.71965 2.31555
61 C -1.31108 -5.18713 -4.25409
62 Cl 0.28807 -4.62943 -4.77755
63 Cl -1.62376 -4.77813 -2.56167
64 H -2.06300 -4.70975 -4.87051
65 H -1.36332 -6.26758 -4.36679
66 C -1.60859 0.94773 -6.29654
67 Cl -2.75556 0.70453 -4.97466
68 Cl -0.93108 -0.58218 -6.86988
69 H -2.12445 1.42833 -7.11877
70 H -0.79914 1.57426 -5.94096
71 C -2.13099 1.70429 4.42427
72 Cl -3.80108 1.12607 4.54005
73 Cl -1.91706 2.84004 3.08909
74 H -1.87187 2.20481 5.34969
75 H -1.47782 0.85825 4.25905
76 C 1.46913 13.13667 2.07119
77 Cl 0.14657 12.88915 3.21598
78 Cl 2.20264 11.60371 1.57887
79 H 1.07820 13.63246 1.19114
80 H 2.22843 13.74860 2.54260
81 C -2.73027 -7.56505 -7.21394
82 Cl -2.99913 -7.61471 -5.46329
83 Cl -1.85719 -6.10958 -7.70104
84 H -2.14804 -8.43335 -7.49728
85 H -3.69465 -7.57850 -7.70744
86 C -0.98392 12.66320 6.95964
87 Cl -2.64977 12.81916 7.52769
88 Cl -0.08866 14.17857 7.11816
89 H -0.48555 11.90362 7.54956
90 H -0.99885 12.37753 5.91495
91 C 5.02835 3.85597 2.97461
92 Cl 5.17514 5.08030 1.70455
93 Cl 5.18025 4.56141 4.58813
94 H 4.05902 3.38051 2.89351
95 H 5.81487 3.12369 2.83890
96 C -6.56108 -8.92367 -5.34107
97 Cl -6.45261 -8.66430 -7.08839
98 Cl -7.61698 -10.28315 -4.94544
99 H -5.56809 -9.13006 -4.96099
100 H -6.96086 -8.02696 -4.88350
101 C -0.95577 -7.52196 0.63292
102 Cl -1.61492 -5.92435 1.00237
103 Cl -1.08237 -7.90619 -1.08630
104 H 0.09090 -7.53739 0.91339
105 H -1.50708 -8.26505 1.19637

Cartesian forces (eV/Å) of the 6 atoms listed first:
-0.3092 0.0006 -0.0513
-0.5210 -0.1927 0.5273
0.7163 -0.4796 -0.4774
-1.5859 0.5608 0.6088
-0.1506 -0.3865 0.0110
1.4753 0.0145 -0.2360

Here are the Löwdin charges for atoms 1 to 99, given in e:
1 C -0.079
2 C -0.305
3 O -0.270
4 Si -0.194
5 Cl 0.431
6 O -0.349
7 Si 0.223
8 C -0.285
9 C -0.453
10 C -0.083
11 C -0.119
12 P 0.772
13 C -0.379
14 C -0.336
15 P 0.775
16 C -0.385
17 C -0.456
18 C -0.176
19 P 0.265
20 S 0.046
21 H 0.082
22 H 0.084
23 H 0.042
24 H 0.113
25 H 0.102
26 H 0.077
27 H 0.031
28 H 0.087
29 H 0.051
30 H 0.068
31 H 0.067
32 H 0.016
33 H 0.076
34 H 0.053
35 H -0.001
36 H 0.004
37 H 0.017
38 H 0.015
39 H -0.014
40 H 0.022
41 H -0.012
42 H -0.002
43 H 0.008
44 H 0.066
45 H 0.061
46 H 0.055
47 H 0.000
48 H 0.067
49 H -0.062
50 H -0.049
51 C -1.062
52 Cl 0.503
53 Cl 0.525
54 H -0.006
55 H -0.070
56 C -1.018
57 Cl 0.552
58 Cl 0.541
59 H -0.085
60 H 0.031
61 C -1.044
62 Cl 0.525
63 Cl 0.497
64 H 0.009
65 H -0.063
66 C -1.007
67 Cl 0.525
68 Cl 0.508
69 H 0.021
70 H 0.026
71 C -1.021
72 Cl 0.499
73 Cl 0.501
74 H 0.029
75 H -0.016
76 C -0.986
77 Cl 0.524
78 Cl 0.577
79 H 0.029
80 H 0.028
81 C -0.979
82 Cl 0.574
83 Cl 0.541
84 H 0.031
85 H -0.004
86 C -1.039
87 Cl 0.504
88 Cl 0.494
89 H 0.025
90 H -0.015
91 C -1.031
92 Cl 0.490
93 Cl 0.501
94 H -0.018
95 H 0.026
96 C -1.037
97 Cl 0.507
98 Cl 0.509
99 H -0.007



Here is C5H8O2 as an isolated structure at a distorted geometry from OMol25. Energies are from ωB97M-V/def2-TZVPD.

Results
Energy above the lowest of the compared OMol25 structures with the same formula, charge and spin = 74.4 kcal per mole
LUMO = 0.222 eV
Orbital gap = 0.3525 Eh
Spin multiplicity = 1
Total energy = -9406.604 eV

Positions of all 15 atoms, in Å:
1 C 1.43483 0.84852 -0.53923
2 C 0.35477 0.73304 0.48818
3 C 0.16226 -1.18626 0.73403
4 C -1.14276 -0.64399 0.59396
5 O -1.86862 -0.25400 1.49983
6 C -1.55735 -0.43643 -0.86171
7 O -0.92917 -0.75637 -1.84239
8 H 2.30230 0.31693 -0.16116
9 H 1.68421 1.89517 -0.73859
10 H 1.11110 0.39490 -1.48381
11 H -0.51708 1.35593 0.15785
12 H 0.53968 1.09574 1.49498
13 H 0.67255 -1.62730 -0.12413
14 H 0.28107 -1.81444 1.63913
15 H -2.52778 0.07857 -0.85693

Cartesian forces (eV/Å) of the 6 atoms listed first:
0.3627 -0.0843 0.0240
0.7718 -0.4043 0.2590
0.1510 0.9742 0.0041
-0.9817 -0.7488 -0.1713
-0.4286 -0.5271 -0.3043
-0.3982 -0.0437 -0.3835

Charges per atom according to Löwdin partitioning, unit e:
1 C -0.121
2 C -0.099
3 C 0.067
4 C -0.594
5 O 0.025
6 C -0.187
7 O 0.073
8 H 0.078
9 H 0.085
10 H 0.073
11 H 0.126
12 H 0.113
13 H 0.101
14 H 0.124
15 H 0.134